Entry 1:
Entry from the Open Molecules 2025 dataset: one molecule with the formula C3H11NO3Si (wB97M-V/def2-TZVPD).

Structure (XYZ):
```
19
Properties=species:S:1:pos:R:3
N 0.44682 -2.02004 -0.16770
C 0.56273 -1.32560 -1.45190
C 1.03990 0.10956 -1.29304
C 0.01033 1.02656 -0.63289
Si -0.71938 0.66958 1.11516
O 0.51189 0.03741 2.08812
O -1.83627 -0.52084 0.88411
O -1.26048 2.09542 1.72388
H 1.30486 -1.94251 0.36319
H -0.29469 -1.60286 0.39342
H 1.31429 -1.87789 -2.03799
H -0.38446 -1.33241 -1.99863
H 1.93558 0.18523 -0.66500
H 1.32270 0.51178 -2.25738
H 0.43784 2.01043 -0.43986
H -0.86237 1.22512 -1.25611
H 0.88709 0.62805 2.77089
H -2.53079 -0.59175 1.56105
H -1.88560 2.71476 1.30068
```

Output
Energy above the lowest of the compared OMol25 structures with the same formula, charge and spin   0.00 kJ/mol
Orbital gap   0.3258 Ha
SMILES   NCCC[Si](O)(O)O
Total charge   0
DFT total energy   -18803.794 eV

Mulliken atomic charge list, values in e, 8 entries:
1. N -0.613
2. C -0.644
3. C -0.490
4. C -0.717
5. Si 0.563
6. O -0.533
7. O -0.551
8. O -0.533

---

Entry 2:
Entry from the Open Molecules 2025 dataset: C3H11NO4 as an isolated structure (wB97M-V/def2-TZVPD).

Structure (XYZ):
```
19
Properties=species:S:1:pos:R:3
H 1.69330 0.36963 -0.00611
O 2.11053 1.60547 -0.18922
N 0.99892 -0.62168 0.01004
H 2.44955 2.18003 0.50123
H 1.58229 -1.43371 0.06335
H 0.65230 -0.64372 -0.94089
C -0.09650 -0.45418 0.97005
H 0.25438 -0.16216 1.96129
C -0.92199 0.79627 0.55687
O -2.07134 0.84515 0.97803
O -0.32717 1.70646 -0.14647
H 0.96305 1.71421 -0.21385
C -0.95930 -1.71573 0.97946
H -0.50089 -2.47014 0.33895
H -1.19508 -2.19464 1.92705
H -1.92971 -1.53874 0.51418
O -0.78025 0.29461 -2.44219
H -0.49995 1.02726 -2.99412
H -1.42215 0.69562 -1.86765
```

Output
Energy above the lowest of the compared OMol25 structures with the same formula, charge and spin   157.97 kJ/mol
Orbital gap   0.3687 Ha
Total charge   0
DFT total energy   -12969.422 eV

Mulliken atomic charge list, values in e, 8 entries:
1. H 0.427
2. O -0.778
3. N -0.462
4. H 0.302
5. H 0.318
6. H 0.294
7. C 0.554
8. H 0.287

---

Entry 3:
Entry from the Open Molecules 2025 dataset: a 3-piece molecular cluster, C3H11NO4 overall (wB97M-V/def2-TZVPD).

Structure (XYZ):
```
19
Properties=species:S:1:pos:R:3
O 0.10114 0.03369 -2.61350
C -0.75588 -0.14080 -1.78312
C -0.51654 -1.12408 -0.65437
N -1.26314 -0.91358 0.57071
C -0.39987 -0.78282 1.71261
O 0.19371 0.52875 1.78003
H -1.76620 0.28557 -1.85313
H 0.56170 -1.12835 -0.47948
H -0.69218 -2.09781 -1.13407
H -1.88927 -0.11734 0.53902
H -1.03505 -0.79010 2.58911
H 0.38943 -1.52856 1.76355
H 1.03061 0.57785 1.29065
O 2.76847 0.18948 0.08826
H 2.79096 -0.77196 0.02811
H 2.59438 0.48847 -0.81371
O -1.08631 2.48319 -0.42986
H -0.37073 3.13280 -0.48314
H -0.65523 1.67561 -0.11769
```

Output
Energy above the lowest of the compared OMol25 structures with the same formula, charge and spin   241.06 kJ/mol
Orbital gap   0.3636 Ha
SMILES   O=CCNCO.O.O
Total charge   0
DFT total energy   -12968.561 eV

Mulliken atomic charge list, values in e, 8 entries:
1. O -0.491
2. C -0.060
3. C -0.078
4. N -0.312
5. C -0.422
6. O -0.531
7. H 0.380
8. H -0.124

---

Entry 4:
Entry from the Open Molecules 2025 dataset: a 3-piece molecular cluster, C3H11NO4 overall (wB97M-V/def2-TZVPD).

Structure (XYZ):
```
19
Properties=species:S:1:pos:R:3
C -0.17676 0.52373 2.35558
C -0.52399 1.02229 0.93230
N -0.79817 2.43703 0.71676
C 0.53284 0.53148 -0.02592
O 0.81982 0.97162 -1.11575
O 1.12176 -0.62230 0.38843
H -0.87012 0.89914 3.12283
H -0.18282 -0.55816 2.43806
H 0.78214 1.08253 2.56217
H -1.45109 0.48992 0.64056
H -1.57674 2.91675 1.11755
H 0.05956 2.96769 0.70280
H 1.30909 -1.06798 -0.68740
O 1.52354 -2.38899 -1.04514
H 1.04528 -2.45894 -1.88446
H 1.16325 -2.93896 -0.33730
O -0.77770 -1.38062 -3.56214
H -1.13670 -1.99073 -2.92265
H -0.86319 -0.43551 -3.39630
```

Output
Energy above the lowest of the compared OMol25 structures with the same formula, charge and spin   247.98 kJ/mol
Orbital gap   0.3376 Ha
SMILES   C[C@@H](N)C(=O)O.O.O
Total charge   0
DFT total energy   -12968.490 eV

Mulliken atomic charge list, values in e, 8 entries:
1. C -1.213
2. C 0.440
3. N -0.479
4. C 0.407
5. O -0.606
6. O -0.597
7. H 0.377
8. H 0.281

---

Entry 5:
Entry from the Open Molecules 2025 dataset: a 3-piece molecular cluster, C3H11NO4 overall (wB97M-V/def2-TZVPD).

Structure (XYZ):
```
19
Properties=species:S:1:pos:R:3
O -1.89846 -1.47252 -1.70586
C -0.90841 -0.94818 -1.18894
N -1.17021 -0.28952 -0.04566
C -0.17609 0.05468 0.94000
C -0.04883 1.53151 1.30451
O 1.06009 2.02513 0.54991
H 0.03260 -1.11396 -1.67551
H -2.13377 -0.27991 0.30063
H -0.24353 -0.48915 1.97742
H 0.96371 -0.17409 0.71556
H -0.94824 2.09519 0.99067
H 0.12545 1.80868 2.36190
H 1.13934 2.95264 0.79258
O 1.75747 -3.38658 0.58975
H 1.06339 -3.16737 1.23200
H 1.14789 -3.24316 -0.14924
O 0.30249 1.21815 -2.55296
H -0.62997 1.00436 -2.54149
H 0.56507 1.87410 -1.89527
```

Output
Energy above the lowest of the compared OMol25 structures with the same formula, charge and spin   276.31 kJ/mol
Orbital gap   0.3803 Ha
SMILES   O=CNCCO.O.O
Total charge   0
DFT total energy   -12968.196 eV

Mulliken atomic charge list, values in e, 8 entries:
1. O -0.663
2. C -0.213
3. N -0.114
4. C -0.404
5. C -0.533
6. O -0.532
7. H 0.669
8. H 0.256

---

Entry 6:
Entry from the Open Molecules 2025 dataset: a 2-piece molecular cluster, C3H11NO5 overall (wB97M-V/def2-TZVPD).

Structure (XYZ):
```
20
Properties=species:S:1:pos:R:3
C -2.79633 -0.05837 -1.01682
C -1.43851 -0.66366 -0.66777
O -1.36909 -2.03108 -0.98196
O -1.24211 -0.58181 0.70501
O -0.46129 0.03545 -1.36558
H -2.84260 0.95163 -0.61848
H -3.57989 -0.66511 -0.57231
H -2.90850 -0.02662 -2.09578
H -1.41944 -2.13835 -1.93637
H -0.61811 -1.27966 0.95215
H 0.39644 -0.04749 -0.91068
C 2.76775 1.22538 0.45422
N 1.55633 0.45948 0.65902
O 0.74441 1.17537 1.56835
O 1.84499 -0.79210 1.22275
H 2.48184 2.16220 -0.01653
H 3.41290 0.65570 -0.21140
H 3.28784 1.43495 1.39645
H -0.16663 0.86913 1.38690
H 2.35002 -0.68501 2.04883
```

Output
Energy above the lowest of the compared OMol25 structures with the same formula, charge and spin   327.83 kJ/mol
Orbital gap   0.3918 Ha
SMILES   CC(O)(O)O.CN(O)O
Total charge   0
DFT total energy   -15014.698 eV

Mulliken atomic charge list, values in e, 8 entries:
1. C -1.370
2. C 1.045
3. O -0.571
4. O -0.645
5. O -0.598
6. H 0.334
7. H 0.320
8. H 0.365

---

Entry 7:
Entry from the Open Molecules 2025 dataset: C3H11NO6P2 as an isolated structure (wB97M-V/def2-TZVPD).

Structure (XYZ):
```
23
Properties=species:S:1:pos:R:3
C -2.72318 0.33280 -1.43493
C -1.63613 0.86647 -0.82424
C -0.26816 0.62344 -1.30759
N 0.63515 -0.17524 -0.37526
O -1.12556 -2.14469 -0.48191
O -1.01314 -0.49063 1.54330
O 0.85721 -2.30019 1.13529
O 3.07263 -0.24970 0.40677
O 1.43733 0.85970 1.96683
O 1.94911 2.07421 -0.14778
P -0.18474 -1.28913 0.45031
P 1.81328 0.65943 0.49398
H -3.68095 0.71141 -1.08504
H -2.68034 -0.35017 -2.31743
H -1.65896 1.84914 -0.18893
H 0.33151 1.49475 -1.57846
H -0.18102 0.12143 -2.32137
H -0.99921 -2.40437 -1.39463
H -1.56965 -0.97378 2.19216
H 0.65204 -3.04236 1.74586
H 3.59737 -0.35554 1.17154
H 0.75711 1.46775 2.32025
H 2.61829 2.71527 0.03128
```

Output
Energy above the lowest of the compared OMol25 structures with the same formula, charge and spin   0.00 kJ/mol
Orbital gap   0.3838 Ha
Total charge   +2
DFT total energy   -35628.781 eV

Mulliken atomic charge list, values in e, 8 entries:
1. C -0.777
2. C 0.192
3. C -0.787
4. N 0.354
5. O -0.441
6. O -0.328
7. O -0.458
8. O -0.353

---

Entry 8:
Entry from the Open Molecules 2025 dataset: an isolated ion of composition C3H11NOP and charge +1 (wB97M-V/def2-TZVPD).

Structure (XYZ):
```
17
Properties=species:S:1:pos:R:3
C -2.64175 -0.27386 0.13545
C -1.22261 -0.43363 0.57850
N -0.27235 0.47043 -0.27794
C 1.19713 0.32855 0.14844
O 1.58858 1.75353 0.29637
P 2.60045 -0.49029 -0.61962
H -2.75345 0.68473 -0.32913
H -2.87308 -1.09101 -0.53079
H -3.33799 -0.31307 0.93151
H -0.81254 -1.44194 0.43562
H -1.09204 -0.18239 1.58485
H -0.48512 1.51306 -0.26437
H -0.28740 0.24150 -1.27749
H 1.25721 1.87024 1.16668
H 3.25665 -0.76558 -1.90119
H 2.43127 -1.80403 -0.34576
H 3.44704 -0.06624 0.26887
```

Output
Energy above the lowest of the compared OMol25 structures with the same formula, charge and spin   511.80 kJ/mol
Orbital gap   0.3284 Ha
SMILES   CC[NH2+]C(O)=[PH3]
Total charge   +1
DFT total energy   -16105.147 eV

Mulliken atomic charge list, values in e, 8 entries:
1. C -1.067
2. C -0.256
3. N -0.168
4. C -0.275
5. O -0.526
6. P 0.125
7. H 0.328
8. H 0.317

---

Entry 9:
Entry from the Open Molecules 2025 dataset: a 2-piece molecular cluster, C3H11NOS overall (wB97M-V/def2-TZVPD).

Structure (XYZ):
```
17
Properties=species:S:1:pos:R:3
C -0.17801 -2.21272 -0.22626
C 0.18218 -0.74779 -0.14031
N -0.74486 0.06882 -0.90720
C 0.23998 -0.27184 1.33747
S 0.78824 1.43339 1.56688
H 0.40086 -2.86768 0.41935
H 0.00268 -2.52274 -1.24688
H -1.24700 -2.19123 0.00897
H 1.23123 -0.53762 -0.38391
H -1.54254 -0.43765 -1.25903
H -0.30850 0.61932 -1.62640
H -0.70967 -0.43088 1.85805
H 0.97868 -0.85120 1.89889
H -0.28634 1.85185 2.24881
O 0.17038 3.30090 -1.41169
H 1.12381 3.22108 -1.30236
H -0.10111 2.57599 -0.83441
```

Output
Energy above the lowest of the compared OMol25 structures with the same formula, charge and spin   39.60 kJ/mol
Orbital gap   0.3686 Ha
SMILES   C[C@@H](N)CS.O
Total charge   0
DFT total energy   -17662.011 eV

Mulliken atomic charge list, values in e, 8 entries:
1. C -1.480
2. C 0.405
3. N -0.523
4. C -0.766
5. S -0.286
6. H 0.393
7. H 0.334
8. H 0.400

---

Entry 10:
Entry from the Open Molecules 2025 dataset: a 2-piece molecular cluster, C3H11NOS overall (wB97M-V/def2-TZVPD).

Structure (XYZ):
```
17
Properties=species:S:1:pos:R:3
C -2.15640 -1.41244 -0.38235
S -1.71859 -0.37603 -1.80332
C -1.58129 1.21255 -0.97668
H -1.95211 -2.46487 -0.54333
H -3.22233 -1.32619 -0.20529
H -1.65360 -1.06281 0.49598
H -0.55724 1.58733 -0.89957
H -2.11918 1.93067 -1.59408
H -2.02645 1.24421 0.00398
N 1.66737 -0.29819 1.63762
C 2.00058 -0.24334 0.24675
O 2.51459 1.04720 -0.17977
H 2.50381 -0.40593 2.19785
H 1.24181 0.58723 1.88910
H 2.76406 -0.99863 0.03798
H 1.12837 -0.36703 -0.39929
H 3.16661 1.34626 0.47443
```

Output
Energy above the lowest of the compared OMol25 structures with the same formula, charge and spin   71.78 kJ/mol
Orbital gap   0.3400 Ha
SMILES   CSC.NCO
Total charge   0
DFT total energy   -17661.677 eV

Mulliken atomic charge list, values in e, 8 entries:
1. C -0.837
2. S -0.094
3. C -0.796
4. H 0.312
5. H 0.318
6. H 0.250
7. H 0.230
8. H 0.334

---

Entry 11:
Entry from the Open Molecules 2025 dataset: a 2-piece molecular cluster, C3H11NOS2 overall (wB97M-V/def2-TZVPD).

Structure (XYZ):
```
18
Properties=species:S:1:pos:R:3
N -0.23084 3.02250 2.10360
C -0.60250 1.72076 1.52358
C 0.62861 1.10450 0.87195
C 0.23436 0.06788 -0.18584
S -0.85031 -1.22238 0.46035
S -1.29965 -2.13790 -1.35046
H -0.96291 3.39425 2.70332
H 0.50963 2.79695 2.76145
H -1.39212 1.86237 0.78299
H -1.04492 1.07440 2.27627
H 1.38393 0.72315 1.56023
H 1.12323 1.94634 0.36927
H 1.13283 -0.41339 -0.54829
H -0.20460 0.58684 -1.02697
H -1.07035 -3.39038 -0.93484
O 3.35942 0.46366 -2.30899
H 3.24768 1.21359 -1.72298
H 4.28099 0.43350 -2.57253
```

Output
Energy above the lowest of the compared OMol25 structures with the same formula, charge and spin   35.78 kJ/mol
Orbital gap   0.3304 Ha
SMILES   NCCCSS.O
Total charge   0
DFT total energy   -28497.226 eV

Mulliken atomic charge list, values in e, 8 entries:
1. N -0.671
2. C -0.471
3. C -0.773
4. C -0.688
5. S -0.094
6. S -0.223
7. H 0.240
8. H 0.219

---

Entry 12:
Entry from the Open Molecules 2025 dataset: a 2-piece molecular cluster, C3H11NOS2 overall (wB97M-V/def2-TZVPD).

Structure (XYZ):
```
18
Properties=species:S:1:pos:R:3
C -1.07613 1.58849 1.48005
N -0.23106 0.33394 1.53813
C 0.11526 -0.26329 0.15468
C -1.19387 -0.92944 -0.52176
S -2.64738 -1.67218 0.63390
S -4.06474 -0.09109 1.01053
H -1.72454 1.58814 2.23842
H -0.72681 2.51353 1.24388
H -1.80311 1.40339 0.56303
H 0.60952 0.58691 2.08579
H 0.90041 -1.21954 0.35543
H 0.71441 0.35898 -0.42919
H -1.68719 -0.05544 -1.07188
H -1.05652 -1.98618 -1.02367
H -4.98915 -0.84098 1.67341
O 6.33031 -0.26641 -2.93946
H 6.71902 -1.15302 -3.20068
H 5.81157 0.10419 -3.79063
```

Output
Energy above the lowest of the compared OMol25 structures with the same formula, charge and spin   326.34 kJ/mol
Orbital gap   0.3087 Ha
SMILES   CNCCSS.O
Total charge   0
DFT total energy   -28494.214 eV

Mulliken atomic charge list, values in e, 8 entries:
1. C -0.888
2. N -0.279
3. C -0.391
4. C -0.745
5. S -0.009
6. S -0.223
7. H 0.423
8. H 0.335

---

no.,highest occupied orbital energy (eV)
1,-8.61
2,-9.56
3,-9.44
4,-9.04
5,-9.90
6,-9.93
7,-17.26
8,-12.55
9,-9.17
10,-8.38
11,-8.37
12,-8.00